Here is a 2-piece molecular cluster, C7H17NO overall from OMol25. Energies are from ωB97M-V/def2-TZVPD.

Calculated values
HOMO level in eV: -9.2
SMILES: C=C(C)CC[C@H](C)N.O
E_LUMO in eV: 0.7439
Orbital gap in eV: 9.99

Last column: Mulliken charge in e.
Cartesian coordinates (Å):
C  1.594793  -0.163190  1.856344  -1.542
C  1.090564  -1.035129  0.706649  1.040
C  1.230952  -0.341607  -0.641468  -0.863
C  0.447155  0.931715  -0.837994  -0.713
C  -1.568582  0.167875  -2.031980  -1.132
C  -1.066901  0.902464  -1.036617  0.792
C  -1.813758  1.937553  -0.331394  -1.437
N  1.534093  -2.467182  0.748436  -0.795
H  1.844605  -0.734797  2.720579  0.434
H  2.579341  0.272480  1.540504  0.346
H  1.137050  0.790122  2.076448  0.301
H  -0.009836  -1.315132  0.877549  -0.165
H  2.271738  -0.121431  -0.935250  0.462
H  1.292756  -1.050595  -1.496198  0.396
H  0.740456  1.536046  -1.775748  0.362
H  0.658779  1.578463  0.016591  0.256
H  -2.624406  0.131510  -2.224468  0.340
H  -0.951506  -0.372545  -2.724951  0.272
H  -1.885668  2.857650  -0.990900  0.304
H  -1.550950  2.105712  0.708464  0.380
H  -2.887725  1.676168  -0.279241  0.471
H  0.975581  -2.987335  0.091073  0.264
H  2.501445  -2.551895  0.464429  0.236
H  -2.209932  0.046615  1.310466  0.370
H  -1.287265  -0.890841  0.768254  0.299
O  -2.042788  -0.902692  1.420421  -0.677

Cartesian forces, eV/Å:
C 2.31 0.41 -1.28
C -2.39 -1.38 0.11
C 1.65 -0.73 -1.88
C -0.37 1.51 -1.32
C -0.22 0.29 0.62
C 1.34 -1.21 -1.13
C -2.66 0.96 -0.33
N 0.89 1.32 0.34
H -0.39 -0.37 0.81
H -0.24 -0.67 0.00
H -1.19 -0.27 0.16
H 1.87 1.09 -0.16
H 0.45 0.75 1.46
H -1.90 -0.20 0.33
H 0.34 -1.00 1.42
H 0.07 0.10 -0.10
H -0.37 0.13 -0.09
H 0.32 -0.41 0.09
H 0.67 -0.60 1.20
H 0.57 0.48 -0.09
H 0.24 -0.17 -0.09
H -0.06 -0.10 -0.16
H 0.19 -0.10 -0.06
H -0.72 -0.17 0.58
H -1.40 -0.66 0.81
O 1.01 1.00 -1.24

***

Here is a 3-piece molecular cluster, C7H17NO overall from OMol25. Energies are from ωB97M-V/def2-TZVPD.

Calculated values
HOMO level in eV: -6.5
E_LUMO in eV: 0.8437
Orbital gap in eV: 7.32

Last column: Mulliken charge in e.
Cartesian coordinates (Å):
C  0.102290  0.158953  0.599642  1.657
C  -0.694904  -0.620980  -0.280481  -0.218
C  -1.633164  1.037929  1.495667  -0.610
C  0.865015  -1.732355  -1.120171  -0.756
C  0.914410  1.315491  0.057080  -1.757
C  0.739520  -0.514587  1.794480  -1.934
C  -1.408588  -0.035936  -1.474815  -1.491
N  1.627789  -1.000016  -2.072110  -0.430
O  -1.095264  2.088423  2.272334  -0.516
H  -0.820453  2.791197  1.669589  0.328
H  -1.255208  -1.416236  0.208396  0.414
H  2.618653  -0.937392  -1.863109  0.214
H  1.488876  -1.319335  -3.022899  0.190
H  -2.363629  1.409490  0.772575  0.305
H  -2.076657  0.303986  2.166793  0.342
H  0.228256  -2.497889  -1.561791  0.416
H  1.476457  -2.177205  -0.340602  0.348
H  1.671647  0.970291  -0.653533  0.213
H  1.434963  1.841433  0.860929  0.461
H  0.281934  2.039155  -0.461164  0.444
H  1.790825  -0.751603  1.605445  0.447
H  0.219837  -1.433992  2.071724  0.316
H  0.709909  0.171023  2.647336  0.506
H  -1.460730  -0.758072  -2.294597  0.410
H  -0.915917  0.860350  -1.850801  0.305
H  -2.445868  0.207877  -1.225919  0.398

Cartesian forces, eV/Å:
C -2.93 2.50 2.55
C 3.03 -3.21 -2.85
C 2.88 0.02 -0.34
C -2.51 0.65 0.75
C -0.21 0.03 0.12
C -0.22 0.16 -0.08
C -0.02 -0.03 0.14
N 0.09 0.12 -0.42
O -0.40 0.13 0.05
H -0.04 -0.18 0.15
H 0.05 0.04 0.05
H -0.30 -0.08 -0.07
H 0.14 0.13 0.18
H 0.22 -0.20 -0.23
H 0.21 -0.12 -0.07
H 0.20 -0.07 -0.15
H -0.18 0.18 0.28
H -0.15 -0.03 0.07
H -0.12 -0.06 0.07
H 0.08 -0.02 -0.08
H -0.01 -0.03 -0.07
H 0.01 0.03 -0.05
H 0.05 -0.04 -0.06
H 0.07 0.01 0.07
H -0.03 -0.06 -0.02
H 0.08 0.13 0.02

***

Here is a 3-piece molecular cluster, C7H17NO overall from OMol25. Energies are from ωB97M-V/def2-TZVPD.

Calculated values
HOMO level (spin up / spin down) in eV: -6.5 / -5.7
E_LUMO (spin up / spin down) in eV: 0.8442 / 0.8572
Orbital gap (spin up / spin down) in eV: 7.36 / 6.54

Last column: Mulliken charge in e.
Cartesian coordinates (Å):
C  -0.418276  -0.250709  -0.006733  1.441
C  0.782128  0.333125  0.200093  -0.411
C  -0.209467  0.075121  2.669093  -0.599
C  0.541285  0.445154  -2.363077  -0.849
C  -0.641725  -1.729463  -0.062265  -1.438
C  -1.658957  0.577736  -0.133807  -1.572
C  2.104661  -0.318909  0.428007  -1.288
N  0.194798  1.782841  -2.577969  -0.324
O  -1.464923  -0.481849  2.988045  -0.477
H  -1.378468  -1.440268  2.988773  0.327
H  0.792254  1.417281  0.215837  0.296
H  0.937823  2.420554  -2.817069  0.185
H  -0.652113  1.965506  -3.093063  0.197
H  0.637087  -0.415194  3.155053  0.313
H  -0.246452  1.150634  2.813981  0.328
H  -0.159297  -0.299626  -2.716090  0.334
H  1.588694  0.189444  -2.452971  0.386
H  -1.399654  -2.004999  0.676896  0.354
H  0.255175  -2.314977  0.125512  0.293
H  -1.039788  -2.013864  -1.041258  0.334
H  -2.257330  0.457557  0.773879  0.415
H  -2.266479  0.239720  -0.979078  0.338
H  -1.426764  1.632978  -0.272343  0.395
H  2.059758  -1.406207  0.401039  0.233
H  2.498529  -0.022678  1.403723  0.381
H  2.827501  0.011093  -0.324206  0.410

Cartesian forces, eV/Å:
C 0.86 0.31 0.42
C -0.90 -0.48 0.06
C -0.74 -0.16 1.42
C 0.20 0.10 -1.34
C 0.00 0.09 0.01
C 0.07 -0.04 -0.02
C -0.04 0.00 -0.03
N -0.04 0.16 0.11
O 0.68 0.22 -0.30
H 0.01 0.03 0.03
H -0.01 0.06 -0.03
H -0.07 -0.09 -0.02
H 0.09 -0.03 0.02
H -0.04 -0.08 -0.24
H -0.01 -0.03 -0.23
H -0.06 0.00 0.09
H 0.02 0.02 0.09
H -0.02 -0.05 -0.03
H 0.00 0.00 -0.01
H 0.00 -0.02 0.01
H -0.06 0.01 -0.04
H -0.01 0.02 0.00
H 0.01 -0.02 0.01
H 0.00 0.01 -0.01
H 0.05 -0.01 -0.01
H 0.00 -0.02 0.04

***

Here is C7H17NO2 as an isolated structure from OMol25. Energies are from ωB97M-V/def2-TZVPD.

Calculated values
HOMO level in eV: -7.3
E_LUMO in eV: 0.8270
Orbital gap in eV: 8.13

Last column: Mulliken charge in e.
Cartesian coordinates (Å):
C  -0.114922  -0.287346  -0.197531  2.440
C  2.494353  -0.913692  -0.167202  -0.044
C  -1.333069  0.784211  1.038322  -0.091
C  0.953372  -0.123160  0.733360  -1.808
C  -0.035972  0.477186  -1.494486  -1.944
C  -0.659734  -1.687508  -0.355599  -1.857
C  -2.757033  0.384244  0.730375  -1.422
N  -1.054598  2.161441  0.781897  -0.446
O  2.719499  -0.908055  -1.552543  -0.513
O  3.529163  -0.215818  0.481645  -0.536
H  2.675016  0.008926  -1.852875  0.322
H  4.390780  -0.521253  0.157017  0.320
H  2.509266  -1.976977  0.106971  0.315
H  -1.078253  0.522340  2.068113  0.469
H  -0.884364  2.722093  1.605228  0.216
H  -1.696246  2.623748  0.146262  0.211
H  1.291167  0.896516  0.887843  0.444
H  0.898309  -0.728169  1.632551  0.429
H  -0.994106  0.970572  -1.679654  0.407
H  0.720032  1.260452  -1.462007  0.374
H  0.200038  -0.177869  -2.332472  0.417
H  0.042697  -2.289185  -0.934378  0.465
H  -1.597770  -1.676570  -0.911367  0.434
H  -0.820769  -2.167109  0.608427  0.338
H  -2.968685  0.487873  -0.335879  0.285
H  -3.476358  1.016864  1.267924  0.446
H  -2.951812  -0.643754  1.030058  0.329

Cartesian forces, eV/Å:
C -3.63 1.65 2.01
C -0.89 0.79 2.14
C 0.35 -1.16 -2.13
C 4.90 -2.01 -2.40
C -0.13 0.29 0.22
C 0.00 0.32 -0.03
C -0.09 0.06 0.16
N 0.23 0.19 0.02
O -0.84 0.35 0.27
O 0.20 0.14 0.13
H 0.02 -0.06 -0.01
H -0.28 -0.09 -0.01
H -0.18 0.18 -0.04
H 0.32 -0.11 -0.28
H -0.08 -0.04 -0.16
H 0.10 -0.18 0.26
H -0.06 0.02 0.11
H 0.04 0.06 0.06
H 0.01 -0.06 -0.25
H -0.01 0.10 0.08
H -0.09 -0.08 -0.01
H 0.11 -0.11 -0.01
H -0.08 -0.03 0.03
H -0.02 -0.07 0.05
H -0.02 -0.04 -0.08
H 0.11 -0.01 -0.03
H 0.01 -0.10 -0.12

***

Summary of DFT total energy in Ha
-406.8205, -406.7603, -406.7122, -482.0454
(order as listed above)
Summary of relative energy (zero: lowest compared OMol25 entry of this formula, charge and spin) in eV
2.9884, 4.6274, 5.9354, 3.6185
(order as listed above)
Summary of strongest force on any atom in eV Å⁻¹
2.85, 5.25, 1.61, 5.81
(order as listed above)